(1)
This record from OMol25 describes a cluster of 11 separate species, C20H62O13 in total. The level of theory is ωB97M-V/def2-TZVPD.

Calculated values
Energy (hartree): -1777.12300
HOMO energy (eV): -9.53
Structure (SMILES): OCCO.OCCO.CCO.CCO.CCO.CCO.CCO.CCO.CCO.CO.CO
LUMO (eV): 0.08

Last column: Löwdin charge in e.
Cartesian coordinates (Å):
H -1.95030 5.24333 -10.95783  0.082
H 0.64328 4.92243 -6.46782  0.091
H 6.35023 12.17891 -9.72730  0.076
O 2.50362 4.35975 -11.93563  -0.096
H 1.39596 11.20907 -5.41639  0.089
H 6.03872 5.26623 -7.30451  0.104
O 0.09948 12.64109 -13.53658  -0.080
H 1.49579 9.84389 -14.59251  0.111
C 3.39420 7.81379 -13.15337  -0.094
C 0.59425 8.78618 -6.29870  -0.100
C 2.10049 8.94642 -9.77325  -0.210
O 1.41533 5.47260 -6.60006  -0.078
H 4.25000 8.81400 -9.48508  0.113
C 0.59546 11.33192 -13.23222  -0.225
C 1.60914 10.88801 -14.31514  -0.188
C -0.23016 6.34720 -11.03058  -0.278
H 3.95026 6.50689 -6.07682  0.041
H 0.45977 7.98085 -7.02782  0.072
H -0.33896 10.76420 -13.20246  0.103
H 5.07576 11.22994 -8.85977  0.065
O 2.95747 12.03124 -6.62787  -0.055
H -1.65029 11.23456 -11.57085  0.060
H 4.83483 9.71529 -13.67440  0.050
H 1.10055 3.57047 -9.69075  0.067
H 3.16603 6.11191 -4.56095  0.083
H -2.53852 10.40478 -10.30299  0.080
H 2.77513 8.66927 -12.88822  0.046
O 2.11136 10.07179 -8.90856  -0.105
O 3.34469 7.35178 -8.32399  -0.077
H 3.95339 4.27272 -10.50501  0.116
H 2.19963 2.26881 -10.31054  0.079
O 6.42568 7.37957 -7.61061  -0.083
H 6.61019 6.23856 -5.98622  0.099
C 4.84924 7.97905 -12.82178  -0.289
H 6.05408 10.59579 -10.27701  0.070
H 1.10904 11.37516 -12.26878  0.113
H 0.34562 8.47117 -5.28654  0.092
C 5.54563 11.44521 -9.81998  -0.074
H 4.45589 5.13873 -5.04016  0.079
H 0.00264 7.37381 -11.32531  0.100
O 3.95120 13.29321 -9.95403  -0.066
H 4.86725 8.60367 -11.91618  0.087
H 5.02266 12.45181 -11.58155  0.110
H 2.77364 11.35576 -7.28961  0.038
H 1.27463 14.21900 -6.33654  0.073
H 2.96393 6.88446 -12.76576  0.061
H 2.54148 6.81395 -8.33474  0.063
H -2.33257 6.92795 -11.14003  0.075
H 1.23323 8.31054 -9.57615  0.102
C 2.64965 4.84822 -6.30801  -0.309
C 4.48334 12.18623 -10.66942  -0.329
H 0.49327 6.00892 -10.28856  0.095
H -1.78067 6.37508 -9.52820  0.075
C 3.60600 5.67344 -5.46184  -0.076
H 0.05200 13.38530 -5.47354  0.069
H 3.43445 12.79583 -9.30126  0.065
H 3.52533 7.48165 -10.36558  0.095
C 1.87487 12.13067 -5.74235  -0.326
C 0.88699 13.21252 -6.15882  -0.094
O 1.97735 9.17039 -6.40198  -0.153
H 1.59060 4.68327 -12.07694  0.033
O 2.95161 11.10606 -13.82427  -0.098
H 8.53163 4.89802 -6.81972  0.072
H 2.51135 3.09082 -8.80524  0.055
H 8.88702 6.52445 -7.15799  0.075
H 0.40245 13.03052 -7.12804  0.060
H 1.52395 11.57250 -15.16131  0.122
H 5.45017 7.10622 -12.58739  0.122
C 2.86545 4.34222 -10.56994  -0.326
H -0.03954 13.13455 -12.72573  0.080
C -1.56739 10.83510 -10.55796  -0.158
C 3.39664 8.13937 -9.49710  -0.198
C 6.72473 6.08119 -7.06439  -0.324
H 2.93428 12.06881 -13.75047  0.090
C 8.16465 5.74448 -7.40211  -0.087
H 3.29877 7.69008 -14.23656  0.088
H 3.67769 11.48671 -10.92700  0.085
O 0.07879 5.49864 -12.17303  -0.102
H 8.22630 5.57736 -8.47761  0.076
H 1.83505 9.75786 -8.01595  0.041
H 2.49331 8.37232 -6.23732  0.076
H -0.01268 9.62043 -6.65064  0.089
H -1.51208 11.69987 -9.88691  0.084
H 0.22935 10.32911 -9.86166  0.042
H -0.50999 5.86431 -12.84498  0.103
H 5.52017 7.59026 -7.35562  0.045
C 2.13301 3.23743 -9.82153  -0.069
H 2.12284 9.32900 -10.79375  0.107
H 2.53002 3.88188 -5.81005  0.119
H 2.67929 5.34868 -10.17037  0.077
C -1.67881 6.24158 -10.60205  -0.063
H 2.24835 12.51970 -4.78692  0.112
O -0.55327 9.91377 -10.24694  -0.130
O 5.35507 8.91127 -13.78116  -0.090
H 3.09616 4.65924 -7.28878  0.089

Atomic forces in eV per Å
H -0.4 -0.1 0.7
H 0.2 -0.3 0.2
H 0.0 0.0 0.6
O 0.3 -0.2 -0.4
H 0.0 -0.3 -0.7
H -0.1 0.2 -0.6
O 0.5 0.6 -0.4
H 0.1 0.0 0.0
C -0.8 -1.8 -0.7
C 0.5 -0.3 -0.8
C 2.0 -0.4 1.0
O -0.2 1.2 0.1
H 0.0 0.0 0.4
C -0.6 0.3 -0.5
C 0.1 0.7 0.8
C 0.8 0.3 -0.6
H 0.3 0.0 0.2
H -0.4 -0.2 0.4
H 0.6 -0.9 0.2
H 0.5 -0.3 0.2
O 0.1 -0.4 -0.2
H 0.5 -0.4 -0.2
H -0.1 0.0 -0.1
H -0.2 -0.4 -0.2
H -0.5 -0.1 -0.2
H 0.1 -0.3 -0.2
H 0.2 0.1 0.2
O -1.2 0.6 0.2
O 0.1 0.2 0.6
H 0.0 -0.4 -0.2
H -0.1 0.1 -0.3
O -0.2 -0.8 -0.4
H 0.2 -0.5 0.2
C -1.0 3.0 1.1
H -0.6 -0.3 -0.1
H -0.1 -0.5 0.0
H -0.2 0.0 -0.1
C -0.2 1.2 -0.3
H 0.1 -0.4 -0.6
H 0.2 0.0 0.3
O -0.1 -0.9 -0.2
H 0.2 -0.7 0.6
H -0.6 0.7 -0.1
H 0.0 0.0 0.0
H 0.8 -0.2 0.4
H -0.1 0.2 0.4
H 0.1 0.0 0.0
H 0.1 0.2 0.1
H -0.1 0.1 -0.3
C 0.7 -1.2 0.1
C 1.0 -1.5 -0.2
H -0.3 0.1 0.3
H -0.2 -0.1 0.0
C -0.4 1.1 0.2
H 0.2 -0.4 0.3
H -0.1 0.9 0.3
H 0.2 -0.1 0.0
C -0.3 1.8 1.4
C -1.2 0.4 -1.2
O -0.6 0.0 0.6
H 0.5 -0.1 0.3
O -0.6 0.1 -0.1
H -0.3 -0.4 -0.3
H 0.2 0.1 0.0
H -0.4 0.4 0.0
H 0.0 -0.5 0.0
H -0.6 -0.4 -0.3
H 0.1 -0.1 -0.9
C -0.1 0.3 -0.4
H 0.0 0.0 0.1
C -0.8 0.9 1.3
C -1.1 -0.3 -1.6
C 0.6 1.3 1.3
H 0.7 0.0 0.2
C 0.0 0.0 -0.1
H 0.1 0.1 0.0
H 0.0 0.1 -0.2
O -1.2 0.9 0.3
H 0.2 -0.3 0.0
H 0.7 0.0 -0.4
H 0.2 0.1 -0.3
H 0.0 0.1 0.4
H 0.1 0.1 -0.1
H -0.1 0.3 0.0
H 0.3 -0.5 -0.4
H 0.0 0.0 -0.2
C 0.1 0.6 0.8
H -0.2 -0.2 0.0
H -0.4 0.0 -0.1
H -0.3 -0.2 0.5
C 0.3 -0.7 -0.6
H 0.5 -0.2 -0.1
O 0.0 -0.5 -0.6
O 1.2 -0.6 -0.6
H 0.4 -0.2 0.2

---

(2)
This record from OMol25 describes a cluster of 10 separate species, C20H63BF4N5O9 in total. The level of theory is ωB97M-V/def2-TZVPD.

Calculated values
Energy (hartree): -2175.29986
HOMO energy (eV): -6.67
Total charge: -1
LUMO (eV): 2.63

Last column: Löwdin charge in e.
Cartesian coordinates (Å):
H -6.68818 -16.18563 -19.64463  0.083
H -3.68144 -7.57572 -14.20029  0.116
H -0.03398 -13.41126 -15.80437  0.033
C -4.01187 -16.06108 -19.62542  -0.208
H -1.53057 -9.35457 -18.20180  0.094
H 3.18660 -10.89242 -24.41508  0.126
H -2.93471 -7.98580 -12.63659  0.114
H 0.89643 -9.73313 -17.64176  0.051
H 4.03193 -12.46376 -16.70683  0.098
C 5.54144 -15.69606 -14.42184  -0.059
H 6.32519 -14.97984 -14.68182  0.076
H 1.43129 -8.05115 -19.98524  0.079
H -3.77127 -13.58098 -18.50949  0.080
H -6.72105 -17.65575 -18.62433  0.075
C 0.99551 -7.28537 -19.33577  -0.052
H -3.42737 -7.80758 -20.81641  0.080
H 0.27124 -8.70063 -22.92788  0.056
O -1.67831 -7.10931 -14.07809  -0.209
H 1.00876 -11.83728 -23.10603  0.059
H -0.31332 -11.67278 -23.96770  0.077
H -2.62860 -9.31098 -20.83594  0.075
H 4.18278 -9.48790 -21.33834  0.083
O 2.77442 -9.80439 -22.74971  -0.242
C -2.76578 -7.92005 -13.72070  -0.209
H 5.88938 -16.54650 -13.82602  0.068
N 0.70434 -11.59831 -24.04689  0.052
O 2.98088 -11.56882 -20.45926  -0.041
H 0.20871 -6.54886 -13.57256  0.084
C 4.96027 -16.19860 -15.77626  -0.424
H -2.39833 -16.36100 -18.18758  0.142
F -1.12314 -11.92622 -18.24184  0.152
F -0.12288 -11.82796 -20.19528  0.124
O 3.65337 -14.24363 -15.79431  -0.195
H -3.53668 -8.86615 -19.36256  0.088
H 2.46995 -11.38209 -19.66410  0.018
C -0.89072 -8.79510 -18.88219  -0.167
H 1.78390 -8.43934 -17.26048  0.069
N 0.83647 -8.77528 -17.30705  0.069
H -1.14582 -12.58565 -16.42053  -0.014
H -0.64640 -7.79184 -12.49492  0.084
H 0.30521 -6.66872 -19.91645  0.078
C -6.16956 -17.11473 -19.38318  -0.102
N 5.94602 -16.87171 -16.61460  0.024
H -0.47977 -7.15668 -17.79235  0.142
C 0.24141 -9.01876 -23.95678  -0.056
N -3.89429 -9.97504 -13.93470  0.015
H 4.77788 -15.20939 -13.81618  0.068
H -5.95999 -17.75925 -20.24297  0.082
H -0.81938 -8.97998 -24.19316  0.067
H 0.04425 -8.26239 -14.05688  0.080
C 4.51458 -14.97429 -16.59794  -0.247
H -4.47290 -15.15070 -20.03627  0.121
F 1.09227 -11.48184 -18.26256  0.072
H 2.96252 -9.13449 -24.63860  0.115
H -1.50332 -12.59389 -21.29331  -0.001
C 4.13939 -9.58518 -22.41957  -0.100
H -3.62640 -16.63279 -20.47824  0.118
H -4.15449 -14.91049 -17.46624  0.073
H -2.73125 -8.84950 -16.33078  0.096
C 3.16940 -13.10504 -16.47030  -0.085
C 1.04297 -10.26099 -24.44558  -0.413
H -4.55079 -9.64710 -14.64856  0.078
H 1.85161 -6.73720 -18.96802  0.067
O -2.37836 -12.75422 -21.64973  -0.055
C -2.87640 -8.48553 -20.15919  -0.123
H 4.06752 -15.31223 -17.53213  0.130
C 2.56173 -10.02924 -24.14112  -0.190
H 2.47161 -12.63517 -15.79042  0.089
H -1.89386 -9.92399 -13.55210  0.139
H 4.70766 -10.46797 -22.72651  0.092
O -4.91347 -16.79327 -18.75510  -0.210
C -2.12277 -9.47985 -15.64753  -0.052
H 0.98770 -10.20452 -25.54536  0.127
H 0.78524 -8.19536 -24.42201  0.068
H 4.47027 -8.71574 -22.98174  0.083
H -0.48416 -9.57381 -19.53700  0.114
C -2.61867 -9.42283 -14.20966  -0.464
H 4.10797 -16.86830 -15.62564  0.139
H -3.81734 -10.99317 -14.04310  0.085
N -1.82328 -15.36307 -19.85238  0.046
O -0.81369 -12.88859 -15.56764  -0.063
H -1.14057 -9.01756 -15.67358  0.045
H 2.51690 -11.10909 -21.16010  0.010
O -1.72842 -7.83679 -19.63996  -0.201
H 2.66319 -13.42749 -17.38827  0.082
F 0.38521 -13.57025 -18.73689  0.141
H -0.94122 -15.05782 -19.44797  0.053
C 0.17517 -7.92558 -18.24404  -0.459
C -2.80389 -15.56704 -18.81514  -0.430
H 1.90481 -13.47212 -20.95362  -0.005
H 5.44512 -14.44934 -16.81239  0.120
H 0.84757 -14.55560 -20.90079  0.012
H -1.97353 -10.49802 -15.99548  0.063
H 6.75789 -16.27692 -16.61474  0.058
B 0.04503 -12.23769 -18.87842  -1.346
C -3.32738 -14.40626 -17.96866  -0.043
H -2.86451 -11.96779 -21.36783  0.035
H 6.26342 -17.74820 -16.23150  0.062
H -2.61097 -14.11587 -17.21403  0.055
O 1.37237 -14.03930 -21.51477  -0.051
H -2.16523 -14.53118 -20.33585  0.050
C -0.41341 -7.43382 -13.49801  -0.085

Atomic forces in eV per Å
H -0.1 -0.2 -0.2
H 0.2 0.6 -0.1
H -0.2 0.2 0.0
C -0.2 -0.5 0.9
H 0.1 0.3 0.5
H -0.4 0.0 -0.3
H 0.1 0.3 0.0
H -0.1 0.1 0.0
H -0.4 0.2 -0.1
C -0.8 -0.7 -0.6
H 0.2 -0.1 0.4
H -0.2 -0.1 -0.1
H 0.4 0.3 -0.4
H -0.3 -0.1 0.0
C 0.1 -0.4 -0.4
H 0.0 0.3 0.4
H 0.4 -0.8 0.8
O -0.1 0.9 -0.3
H 0.3 0.1 0.0
H 0.3 -0.2 -0.2
H 0.3 -0.3 0.2
H 0.2 0.2 -0.1
O -0.6 -0.2 0.4
C 0.9 -2.0 -0.4
H 0.4 0.2 -0.2
N -1.2 -0.3 0.5
O 0.3 -0.4 0.3
H 0.0 0.0 0.3
C 0.0 0.5 0.2
H -0.4 -0.1 0.3
F -1.3 0.0 1.0
F 0.4 -0.1 -0.8
O -0.2 0.1 0.1
H 0.1 0.1 -0.1
H -0.2 0.0 0.2
C -1.1 0.9 -1.4
H 0.5 -0.1 0.5
N 1.0 0.3 0.7
H 0.1 0.1 -0.2
H 0.7 0.3 0.4
H 0.5 0.1 -0.1
C 1.5 0.4 0.6
N 0.0 -0.1 0.0
H 0.8 0.0 0.5
C 0.6 0.2 -0.2
N -1.3 -1.5 -0.2
H 0.0 0.2 -0.2
H -0.4 0.1 -0.1
H 0.0 -0.3 -0.6
H 0.1 0.2 0.1
C 0.3 -1.5 1.0
H -0.4 -0.2 0.0
F 0.3 0.0 -0.3
H -0.3 -0.1 -0.4
H 0.6 0.1 0.2
C -0.8 -0.6 -0.6
H -0.4 -0.4 0.2
H -0.2 0.3 0.5
H 0.0 -0.6 0.3
C 0.2 -0.4 -0.2
C 1.4 1.0 0.3
H 0.1 -0.3 0.3
H 0.1 0.6 0.3
O -0.6 0.2 -0.2
C 0.1 0.1 -0.3
H -0.2 0.1 -0.2
C 0.0 0.2 0.5
H -0.1 0.4 -0.1
H 0.0 0.1 -0.2
H 0.3 0.1 0.1
O 0.0 0.4 -1.1
C 0.2 0.7 0.2
H -0.1 -0.1 0.2
H -0.5 0.3 -0.5
H 0.4 0.3 0.2
H 0.2 0.3 -0.3
C 1.0 1.9 0.3
H 0.1 0.1 0.1
H -0.4 0.4 0.0
N 0.7 1.4 -0.2
O 0.2 -0.3 0.2
H 0.2 0.0 -0.2
H -0.2 0.3 -0.4
O -0.1 -1.5 0.1
H 0.0 0.4 0.0
F 0.0 -0.6 -0.1
H -0.1 0.0 0.1
C -2.1 -0.5 -0.5
C -0.8 -0.5 -0.7
H 0.2 0.4 0.2
H 0.1 0.6 -0.3
H -0.1 0.0 0.1
H -0.3 -0.1 -0.2
H 0.5 0.1 -0.3
B 0.6 0.6 0.2
C 0.1 -1.3 0.6
H 0.0 -0.2 0.0
H -0.1 -0.2 0.2
H 0.1 0.5 0.1
O 0.0 -0.3 -0.4
H 0.4 -0.1 -0.5
C -1.4 -0.9 -0.5

---

For reference, energy above the lowest of the compared OMol25 structures with the same formula, charge and spin by record: 0.000, 0.000 eV.